(1)
Density functional theory data (the ωB97M-V functional and the def2-TZVPD basis) for C33H52AlBCaCl2F3N4O16S2 as an isolated structure in a non-equilibrium geometry.

Calculated values
Frontier orbital gap in eV: 0.9
Charge: +1
Energy in eV: -154346.2855
Lowest unoccupied orbital energy in eV: -6.701

Geometry as XYZ:
```
115
Properties=species:S:1:pos:R:3:forces:R:3:mulliken_charge:R:1
C -7.6955 4.2146 0.9840 0.345 -0.224 -0.505 -1.263
C -6.1987 3.9452 0.6069 0.034 1.147 1.420 -0.050
C -5.2827 4.9162 1.4484 -0.406 0.383 -1.459 0.097
C -4.9508 6.2282 0.6404 0.303 -1.249 0.675 -0.754
N -3.7706 6.8215 1.2762 -0.662 -0.121 -0.558 -0.072
N -4.0700 8.0269 1.9822 1.036 -0.509 -0.241 -0.387
C -3.8919 7.8910 3.4238 0.411 -0.123 -1.175 -0.124
S -5.5023 8.2307 4.1990 0.545 -0.971 0.711 0.140
C -3.5462 6.5203 3.9099 -1.007 0.131 0.482 0.590
O -2.5393 5.9012 3.7311 1.541 -0.515 -0.469 -0.525
O -4.4695 6.0105 4.6459 -1.355 0.863 0.406 -0.567
H -8.2259 3.2574 1.0775 -0.077 0.481 -0.129 0.386
H -8.1482 4.8344 0.1957 -0.011 -0.382 0.269 0.346
H -7.7862 4.7746 1.9261 0.102 -0.353 -0.240 0.301
H -6.0101 4.1167 -0.4634 -0.082 -0.428 0.251 0.330
H -5.9583 2.8802 0.8557 -0.419 0.199 -0.233 -0.003
H -4.2787 4.4631 1.7220 -0.642 0.938 0.228 0.152
H -5.7664 5.2495 2.3764 0.339 -0.701 0.030 0.139
H -5.8330 6.8851 0.6943 0.406 -0.029 -0.234 0.307
H -4.7502 5.9258 -0.4024 -0.018 0.382 0.282 0.471
H -3.0486 6.9811 0.5855 -0.012 0.227 0.191 0.223
H -3.4070 8.7559 1.6989 -0.658 0.629 0.279 0.304
H -3.1468 8.6129 3.7972 -0.655 0.355 -0.078 0.563
H -6.3164 7.3391 3.5628 0.592 0.379 -0.124 0.201
Al -3.8365 2.7272 0.9616 0.306 -0.650 -0.738 0.548
C -4.1308 -0.9240 -1.2630 0.013 -0.060 0.020 -1.270
C -2.6393 -0.6506 -1.3918 -0.091 0.171 0.194 -0.370
C -1.9794 -1.4435 -2.5089 0.377 -0.021 -0.696 -0.178
C -2.0138 -2.9630 -2.3509 -0.821 0.558 1.223 0.656
C -1.3780 -3.5149 -1.0800 0.302 -0.549 -0.224 -0.393
C 0.1070 -3.2061 -0.9628 -0.166 0.366 0.195 -0.694
H -4.3396 -1.9635 -1.0030 -0.040 0.024 -0.015 0.511
H -4.5627 -0.2983 -0.4797 -0.059 -0.018 -0.025 0.208
H -4.6454 -0.6928 -2.1977 -0.035 -0.046 0.021 0.201
H -2.1424 -0.8416 -0.4356 0.061 -0.105 -0.040 0.410
H -2.4982 0.4125 -1.6025 0.049 -0.070 -0.075 0.275
H -0.9355 -1.1129 -2.6087 0.019 0.063 0.052 0.389
H -2.4710 -1.1802 -3.4568 -0.049 0.139 0.059 0.262
H -1.5095 -3.4016 -3.2202 -0.570 -0.429 1.217 -1.407
H -3.0467 -3.3172 -2.4020 0.075 -0.145 -0.237 0.465
H -1.5094 -4.6011 -1.0704 -0.032 0.017 0.005 0.265
H -1.9034 -3.1340 -0.2028 -0.121 0.109 -0.134 0.334
H 0.6565 -3.6178 -1.8145 0.013 -0.091 0.067 -0.237
H 0.5145 -3.6542 -0.0575 0.078 -0.105 -0.124 0.450
H 0.2977 -2.1300 -0.9150 0.040 0.001 -0.028 0.403
C 0.3847 6.6040 6.0180 0.056 0.161 0.400 -1.333
C 1.4557 7.0269 5.0435 -0.698 -0.182 0.383 0.556
C 1.9237 5.9258 4.1309 -0.055 -0.082 -0.383 -0.492
O 3.2670 6.3245 3.8394 0.043 0.087 0.244 -0.358
C 3.6987 7.0687 4.8923 0.016 0.071 0.084 0.621
O 4.8266 7.4002 5.0622 0.072 -0.018 0.009 -0.491
O 2.6710 7.3772 5.7241 0.291 -0.110 -0.420 -0.340
H 0.0952 7.4433 6.6514 -0.051 0.010 -0.084 0.363
H -0.5006 6.2420 5.4929 0.047 0.038 -0.071 0.269
H 0.7493 5.8197 6.6843 0.044 -0.060 -0.134 0.370
H 1.1239 7.9007 4.4756 0.088 -0.034 -0.066 0.252
H 1.3342 5.8592 3.2184 0.170 0.051 -0.071 0.272
H 1.9489 4.9448 4.6134 -0.063 0.077 0.121 0.316
F -3.3368 10.2726 2.7228 0.002 -0.063 0.244 -0.713
C -0.6203 -7.2098 -1.8622 -0.575 0.064 -0.044 0.668
O -1.8373 -6.9823 -1.9342 0.391 0.783 0.032 -0.588
O -0.2851 -8.4799 -2.3201 0.011 0.216 0.010 -0.541
O 0.3210 -6.4786 -1.4680 0.758 0.309 -0.604 -0.743
H -1.1991 -8.7375 -2.5281 0.240 -0.697 -0.190 0.316
Ca -0.6335 -3.5183 -4.8410 -0.123 0.051 -1.334 0.951
O -6.5215 -7.7977 -1.8663 0.175 -0.466 0.207 -0.460
S -5.1595 -7.2868 -2.0333 0.273 0.378 -0.390 1.363
O -5.2176 -5.8544 -2.3505 0.465 0.039 -0.060 -0.470
O -4.4990 -8.0241 -3.1178 -0.383 0.074 -0.300 -0.463
O -4.3970 -7.4725 -0.7973 -0.461 0.070 0.509 -0.414
Cl 5.7398 11.2811 7.2657 0.024 0.050 0.003 -0.196
C 6.4178 9.6575 6.9746 -0.058 -0.150 -0.013 -0.157
C 7.3533 9.2255 8.0760 -0.080 -0.116 0.013 -0.438
Cl 8.8582 10.1819 8.1012 0.023 0.024 0.032 -0.196
H 6.9169 9.6693 6.0084 0.009 0.055 0.048 0.315
H 5.5767 8.9695 6.9138 0.045 -0.004 0.005 0.049
H 7.6418 8.1858 7.9251 -0.009 0.035 -0.078 0.292
H 6.8840 9.3113 9.0540 0.030 0.101 -0.035 0.328
C 2.3494 -4.2459 -3.7844 0.820 0.020 -0.232 -0.773
N 3.4022 -5.2383 -3.5714 -0.303 -0.283 0.475 0.052
C 4.6809 -4.9622 -3.9152 0.235 -0.169 -0.049 -0.392
C 5.6742 -5.8770 -3.6811 0.067 -0.031 -0.236 -0.602
C 5.3729 -7.1061 -3.0746 -0.179 0.179 0.018 0.750
C 4.0397 -7.3638 -2.7541 0.217 -0.115 0.157 -0.922
C 3.0696 -6.4254 -3.0087 -0.261 -0.093 -0.120 -0.144
C 6.4181 -8.0930 -2.7537 0.049 -0.069 0.030 0.645
C 6.6011 -8.5316 -1.4410 -0.160 -0.091 0.133 -0.734
C 7.5451 -9.4889 -1.1544 -0.200 0.136 -0.090 -0.068
N 8.3022 -10.0192 -2.1318 0.111 -0.092 0.226 -0.004
C 8.1688 -9.6018 -3.4052 -0.157 0.155 -0.058 -0.332
C 7.2421 -8.6442 -3.7380 0.165 0.087 -0.137 -0.632
C 9.2819 -11.0837 -1.8222 -0.054 0.077 -0.170 -0.888
H 2.3401 -3.9840 -4.8496 -0.019 0.167 -0.002 0.477
H 2.5628 -3.3741 -3.1693 -0.143 0.052 -0.082 0.492
H 1.4011 -4.6797 -3.5000 -0.079 -0.321 0.352 -0.183
H 4.8793 -3.9987 -4.3642 -0.072 0.008 0.058 0.455
H 6.6907 -5.6205 -3.9506 -0.040 0.010 0.012 0.529
H 3.7443 -8.3024 -2.3022 -0.090 0.061 -0.006 0.558
H 2.0169 -6.6001 -2.7573 -0.084 0.099 0.317 0.302
H 6.0081 -8.1267 -0.6310 0.011 -0.024 -0.032 0.516
H 7.7026 -9.8487 -0.1475 0.074 -0.048 -0.065 0.391
H 8.8102 -10.0623 -4.1441 0.004 -0.047 0.074 0.476
H 7.1492 -8.3479 -4.7747 0.002 -0.016 0.034 0.495
H 10.2638 -10.7524 -2.1526 0.011 -0.098 0.020 0.373
H 8.9767 -11.9842 -2.3514 0.112 -0.026 0.042 0.372
H 9.2941 -11.2700 -0.7529 -0.031 0.045 -0.031 0.276
B -3.9186 1.2740 -5.1781 0.295 -0.318 -1.590 0.667
O -3.3574 1.5705 -3.8284 -0.372 0.118 0.459 -0.438
C -4.3186 2.0568 -3.0872 1.365 -0.230 0.327 0.493
O -4.1767 2.3858 -1.9298 -0.162 0.306 0.865 -0.555
C -5.5918 2.1215 -3.8890 -1.447 0.016 -1.070 0.542
O -6.6506 2.5191 -3.4864 0.238 0.067 0.344 -0.587
O -5.3510 1.6626 -5.1043 0.388 0.054 0.786 -0.481
F -3.7888 -0.1013 -5.4499 0.081 0.208 0.302 -0.355
F -3.2563 2.0202 -6.1446 -0.111 -0.227 0.377 -0.315
```
Positions in Å, forces in eV/Å.

***

(2)
Density functional theory data (the ωB97M-V functional and the def2-TZVPD basis) for a 2-piece molecular cluster, C9H14O overall in a non-equilibrium geometry.

Calculated values
Frontier orbital gap (alpha / beta) in eV: 10.2 / 6.8
Charge: +1
Multiplicity: 2
Energy in eV: -11599.1168
Lowest unoccupied orbital energy (alpha / beta) in eV: -3.876 / -7.594

Geometry as XYZ:
```
24
Properties=species:S:1:pos:R:3:forces:R:3:nbo_charge:R:1
C -0.5550 2.1206 -4.1136 -0.219 0.289 -0.073 -0.690
C 0.1772 0.6106 -0.2004 -0.635 0.247 0.908 0.445
C 0.5956 -0.1030 -1.3482 0.881 -0.769 -0.570 -0.222
C -0.3848 1.9069 -0.3054 -0.415 0.200 -1.084 -0.196
C 0.4413 0.3852 -2.6082 0.211 0.909 0.441 -0.166
C -0.5832 2.3618 -1.5747 -0.085 0.438 -1.104 -0.170
C -0.1829 1.6558 -2.7614 -0.586 -0.686 0.449 0.204
O 0.2285 0.0754 1.0107 0.691 0.832 -0.901 -0.540
H 0.9816 -0.5294 1.0270 -0.183 -0.790 0.455 0.515
H 1.1028 -1.0540 -1.2129 -0.160 -0.021 0.108 0.248
H -0.6745 2.4967 0.5503 -0.004 -0.211 0.193 0.269
H 0.8502 -0.0850 -3.4881 -0.108 -0.426 0.042 0.250
H -1.0725 3.2885 -1.8549 0.021 0.224 0.828 0.245
H -1.5380 1.7384 -4.4016 -0.177 -0.518 0.240 0.286
H 0.1266 1.7203 -4.8616 0.099 0.325 -0.082 0.256
H -0.7496 3.1925 -4.2004 0.629 0.024 0.094 0.260
C 0.1782 -2.0456 3.1409 0.609 -0.526 0.321 -0.620
C 0.1297 -2.9092 4.4189 -0.027 0.515 0.203 -0.613
H -0.3888 -1.1397 3.2963 -0.435 0.088 -0.298 0.212
H 1.1943 -1.7157 2.8944 0.094 -0.148 0.185 0.178
H -0.1744 -2.6399 2.2991 -0.231 0.302 -0.158 0.203
H -0.2972 -2.3116 5.2256 -0.043 -0.151 0.047 0.212
H -0.5037 -3.7796 4.2816 -0.028 -0.075 0.015 0.215
H 1.0985 -3.2401 4.7863 0.099 -0.069 -0.259 0.216
```
Positions in Å, forces in eV/Å.

***

(3)
Density functional theory data (the ωB97M-V functional and the def2-TZVPD basis) for one molecule with the formula C24H26FNO2.

Calculated values
SMILES: COc1ccc(CNCC[C@@H](c2ccc(F)cc2)c2ccc(OC)cc2)cc1
Frontier orbital gap in eV: 8.9
Charge: 0
Energy in eV: -33612.0122
Lowest unoccupied orbital energy in eV: 0.803

Geometry as XYZ:
```
54
Properties=species:S:1:pos:R:3:forces:R:3:nbo_charge:R:1
C -4.3545 -3.2405 -0.9155 -0.108 -0.148 0.120 -0.257
H -4.4346 -4.1527 -1.5050 -0.024 0.042 0.074 0.198
O -3.6985 -2.3090 -1.7439 0.187 0.195 -0.144 -0.516
C -3.4509 -1.0635 -1.2502 0.010 0.254 -0.069 0.380
C -2.8287 -0.1719 -2.1236 -0.091 -0.272 -0.018 -0.287
C -2.5372 1.1137 -1.7190 -0.123 -0.023 0.084 -0.196
C -2.8379 1.5428 -0.4320 -0.157 0.121 -0.033 -0.082
C -3.4548 0.6499 0.4297 0.069 0.127 -0.203 -0.115
C -3.7721 -0.6364 0.0329 -0.184 -0.277 -0.116 -0.344
H -4.2663 -1.2942 0.7300 -0.018 -0.116 0.062 0.223
H -3.7003 0.9667 1.4324 -0.030 0.033 0.141 0.203
C -2.5361 2.9455 0.0297 0.035 -0.162 -0.027 -0.235
N -1.3162 3.0154 0.8282 -0.100 0.433 0.392 -0.630
H -1.4340 3.7109 1.5543 0.005 -0.057 -0.117 0.363
C -0.1057 3.3014 0.0805 0.147 -0.168 -0.316 -0.205
C 0.6035 2.0462 -0.4348 0.086 0.311 0.253 -0.408
H -0.0780 1.4716 -1.0601 0.078 -0.013 -0.134 0.220
H 1.4432 2.3832 -1.0467 -0.024 -0.031 -0.083 0.210
C 1.1328 1.1647 0.7093 -0.059 -0.052 -0.248 -0.258
C 0.1460 0.0862 1.0940 -0.087 0.022 0.234 -0.004
C -0.5073 0.1264 2.3173 0.059 -0.095 -0.123 -0.175
C -1.3709 -0.8852 2.6979 -0.118 -0.321 0.003 -0.286
C -1.5678 -1.9449 1.8358 0.205 0.092 0.022 0.370
C -0.9396 -2.0124 0.6073 -0.106 -0.139 0.212 -0.228
C -0.0870 -0.9885 0.2443 -0.082 0.075 0.151 -0.213
H 0.4134 -1.0376 -0.7100 0.061 -0.028 -0.125 0.218
H -1.1152 -2.8522 -0.0466 -0.065 -0.099 -0.069 0.219
F -2.4118 -2.9440 2.1979 0.001 0.055 -0.032 -0.341
H -1.8829 -0.8619 3.6471 -0.067 -0.020 0.100 0.226
H -0.3452 0.9613 2.9817 0.021 0.110 0.053 0.213
C 2.4564 0.5033 0.3942 0.086 0.175 -0.027 -0.043
C 2.8172 0.1065 -0.8839 -0.061 0.141 0.216 -0.158
C 4.0236 -0.5296 -1.1313 0.333 -0.224 -0.121 -0.312
C 4.9014 -0.7879 -0.0870 -0.106 0.052 0.087 0.299
C 4.5447 -0.3973 1.2041 0.151 -0.106 -0.108 -0.250
C 3.3425 0.2341 1.4337 0.075 -0.043 -0.131 -0.179
H 3.0827 0.5259 2.4412 -0.038 0.037 0.123 0.210
H 5.2317 -0.6019 2.0099 0.088 -0.020 0.105 0.223
O 6.1123 -1.4031 -0.2114 -0.139 0.121 0.271 -0.495
C 6.5215 -1.8252 -1.4885 0.052 -0.057 -0.192 -0.251
H 7.4989 -2.2844 -1.3486 -0.066 0.022 -0.064 0.200
H 5.8320 -2.5653 -1.9082 0.018 0.039 0.005 0.175
H 6.6150 -0.9821 -2.1810 -0.019 -0.037 0.019 0.174
H 4.2623 -0.8175 -2.1434 0.059 -0.039 -0.073 0.215
H 2.1582 0.2939 -1.7184 -0.084 0.053 -0.094 0.204
H 1.2842 1.8048 1.5841 0.000 -0.035 -0.005 0.210
H 0.5865 3.8370 0.7374 -0.023 0.000 -0.046 0.191
H -0.3154 3.9586 -0.7833 0.022 -0.003 0.128 0.165
H -3.3683 3.2831 0.6536 0.069 0.046 -0.060 0.203
H -2.4768 3.6132 -0.8470 -0.041 -0.035 0.114 0.171
H -2.0790 1.7981 -2.4198 0.058 0.082 -0.069 0.208
H -2.5934 -0.5104 -3.1206 0.024 -0.045 -0.127 0.220
H -5.3580 -2.8973 -0.6442 0.033 -0.001 0.003 0.175
H -3.7856 -3.4477 -0.0049 -0.010 0.026 0.002 0.184
```
Positions in Å, forces in eV/Å.